Record 1
Formula: C26H54Cl2N2O3P2Ru
Source: the Open Molecules 2025 dataset
Level of theory: ωB97M-V with the def2-TZVPD basis set

The HOMO-LUMO gap (alpha / beta) is 3.6 / 6.8 eV. As for the net charge: -1. For the total energy, the calculation gives -83162.322 eV. As for the multiplicity: 6.

The geometry in XYZ format:
```
90
Properties=species:S:1:pos:R:3:mulliken_spin:R:1
Ru 0.27 -0.63 0.58 2.819
Cl -1.44 -0.18 -0.94 0.123
P 0.08 3.51 -0.58 0.044
C -1.73 3.29 -0.71 -0.021
C 0.80 5.22 -0.69 -0.006
C 0.71 2.70 -2.12 0.003
C -2.41 3.00 0.63 0.012
H -1.82 2.38 -1.32 -0.004
C -2.41 4.47 -1.43 -0.001
H -2.52 5.33 -0.76 0.000
H -3.42 4.15 -1.71 0.000
H -1.90 4.78 -2.34 0.000
H -2.32 1.93 0.87 0.010
H -3.49 3.21 0.54 -0.001
H -2.01 3.61 1.45 0.000
H -0.04 1.90 -2.28 0.012
C 2.06 2.00 -1.96 0.018
C 0.69 3.64 -3.32 0.000
H -0.32 3.94 -3.61 0.000
H 1.14 3.13 -4.19 -0.001
H 1.28 4.55 -3.13 0.001
H 2.00 1.13 -1.29 0.066
H 2.84 2.68 -1.59 0.009
H 2.39 1.64 -2.94 -0.022
C 0.06 5.03 0.56 0.011
H 0.29 5.78 -1.47 0.000
C 2.31 5.41 -0.68 -0.001
H -0.91 5.53 0.67 0.003
H 0.63 4.94 1.49 -0.005
H -0.84 1.41 2.02 -0.047
H 2.84 4.60 -1.18 0.002
H 2.69 5.52 0.34 -0.001
H 2.55 6.34 -1.22 0.000
Cl 2.28 -0.75 1.73 0.198
H 0.98 -1.30 -0.63 0.385
P -0.32 -3.08 0.32 0.074
C -0.47 -3.89 -1.32 -0.053
C 0.61 -4.14 1.53 0.011
C -2.05 -2.96 0.95 0.008
C 0.54 -3.28 -2.30 0.109
H -1.48 -3.62 -1.66 0.002
C -0.38 -5.41 -1.28 0.004
H 0.62 -5.76 -1.03 0.000
H -0.61 -5.81 -2.28 -0.006
H -1.09 -5.87 -0.59 0.004
H 0.31 -2.22 -2.46 0.016
H 0.48 -3.79 -3.27 -0.006
H 1.56 -3.36 -1.91 -0.007
H -2.64 -2.68 0.06 0.003
C -2.07 -1.78 1.92 0.119
C -2.64 -4.26 1.51 0.002
H -2.74 -5.03 0.73 0.002
H -3.65 -4.07 1.89 0.001
H -2.05 -4.68 2.33 0.003
H -1.30 -1.01 1.62 0.018
H -1.88 -2.06 2.97 -0.021
H -3.03 -1.25 1.85 -0.018
C 2.06 -4.27 1.05 0.000
H 0.14 -5.13 1.51 0.007
C 0.53 -3.58 2.96 -0.022
H 2.17 -5.02 0.26 -0.005
H 2.71 -4.57 1.88 0.000
H 2.43 -3.30 0.69 0.022
H 0.67 -2.50 2.95 0.021
H 1.34 -4.01 3.57 0.001
H -0.42 -3.82 3.46 0.000
C 5.48 -0.09 2.30 -0.037
C 4.80 -0.39 3.56 0.900
C 1.46 1.44 4.40 0.009
C 1.76 0.92 5.78 -0.011
C 2.05 -0.58 5.86 0.020
C 2.42 2.26 3.75 0.013
O 3.52 2.61 4.18 0.012
N 2.11 2.63 2.40 0.021
C 0.99 2.25 1.79 0.079
O 0.85 2.52 0.49 -0.019
N 0.11 1.46 2.40 0.026
C 0.37 0.90 3.71 -0.026
O -0.37 -0.03 4.05 -0.014
H 5.43 -0.97 1.64 0.006
H 6.54 0.18 2.44 0.055
H 5.01 0.77 1.79 0.043
H 4.47 -1.40 3.78 -0.009
H 4.77 0.38 4.33 0.024
H 2.62 1.48 6.19 -0.002
H 0.89 1.14 6.41 0.000
H 2.93 -0.83 5.24 0.020
H 2.25 -0.85 6.90 0.001
H 1.18 -1.14 5.51 -0.002
H 2.77 3.18 1.87 -0.003
```

---

Record 2
Formula: C9H14NOPS
Source: the Open Molecules 2025 dataset
Level of theory: ωB97M-V with the def2-TZVPD basis set

Its SMILES is [H]/N=C(\C)C[C@]1(C#C)COC[C@H]1[PH2]=S. The HOMO-LUMO gap is 8.8 eV. For the total energy, the calculation gives -33212.900 eV.

The geometry in XYZ format:
```
27
Properties=species:S:1:pos:R:3:nbo_charge:R:1
H -3.77 -1.14 2.18 0.334
N -2.73 -1.29 2.20 -0.634
C -2.19 -1.02 0.95 0.319
C -3.17 -0.57 -0.29 -0.716
C -0.55 -1.22 0.84 -0.476
C 0.21 -0.11 -0.09 -0.096
C -0.33 1.38 0.42 -0.086
C -0.98 2.47 1.02 -0.272
C 0.23 -0.44 -1.70 -0.093
O 1.57 -0.06 -2.17 -0.550
C 2.51 -0.63 -1.15 -0.113
C 1.85 0.04 0.23 -0.535
P 2.63 1.79 0.20 0.809
S 4.58 1.70 0.54 -0.628
H -3.74 0.43 0.05 0.252
H -3.95 -1.43 -0.55 0.244
H -2.61 -0.33 -1.30 0.219
H -0.12 -1.17 1.95 0.265
H -0.39 -2.34 0.47 0.246
H -1.45 3.28 1.76 0.299
H -0.71 -0.23 -2.36 0.238
H 0.30 -1.63 -1.73 0.175
H 3.56 -0.17 -1.47 0.253
H 2.54 -1.82 -1.15 0.207
H 2.20 -0.54 1.19 0.279
H 2.49 2.31 -1.15 0.026
H 2.03 2.73 1.13 0.033
```